This record from the Open Molecules 2025 dataset describes a molecular structure, C7H12N4O at a distorted geometry. The level of theory is ωB97M-V with the def2-TZVPD basis set.

Geometry (Å):
C1 0.755 -0.632 -0.904
C2 1.094 -1.558 -0.208
C3 -1.282 0.216 -1.364
C4 -0.945 0.383 0.916
C5 0.193 0.468 -1.598
C6 0.196 2.059 -0.391
C7 1.479 -2.572 0.703
N1 -1.664 0.174 -0.187
N2 -0.283 1.670 0.838
N3 -0.811 3.037 -1.118
N4 0.425 -2.851 1.760
O1 -0.751 -0.306 1.858
H1 -2.024 0.401 -2.246
H2 0.585 0.668 -2.553
H3 1.054 2.560 -0.423
H4 2.398 -2.483 1.289
H5 1.713 -3.411 0.036
H6 0.498 1.559 1.450
H7 -0.642 3.984 -0.764
H8 -1.762 2.583 -0.781
H9 -0.631 2.883 -2.135
H10 0.384 -2.228 2.543
H11 0.510 -3.902 2.000
H12 -0.490 -2.703 1.279

* molecular weight: 168.20 g mol⁻¹
* HOMO energy: -0.622 hartree
* electronic energy: -567.4378 hartree
* energy above the lowest of the compared OMol25 structures with the same formula, charge and spin: 205.3 kJ/mol
* total charge: +2

This record from the Open Molecules 2025 dataset describes C7H12N4O2 in the gas phase at a distorted geometry. The level of theory is ωB97M-V with the def2-TZVPD basis set.

Geometry (Å):
N1 -3.991 -1.767 -0.798
O1 -0.357 -0.034 -3.301
O2 -0.005 2.419 -1.709
N2 -3.083 -1.465 -1.641
C1 -1.206 -0.109 -2.438
C2 -0.540 1.677 -0.830
C3 -2.153 -1.204 -2.520
N3 -1.263 0.558 -1.183
N4 0.109 0.716 1.349
C4 -0.110 2.006 0.595
C5 2.485 0.075 1.425
C6 0.735 -1.554 1.257
C7 1.137 -0.161 0.866
H1 -1.796 -1.808 -3.392
H2 -1.688 -0.014 -0.458
H3 0.183 0.851 2.375
H4 0.735 2.696 0.616
H5 -0.875 2.598 1.038
H6 2.376 0.116 2.557
H7 2.993 0.965 1.185
H8 3.195 -0.724 1.145
H9 1.304 -2.190 0.658
H10 -0.358 -1.769 1.154
H11 0.919 -1.770 2.273
H12 1.255 -0.109 -0.224

* molecular weight: 184.20 g mol⁻¹
* HOMO energy: -0.343 hartree
* electronic energy: -643.3207 hartree
* energy above the lowest of the compared OMol25 structures with the same formula, charge and spin: 317.1 kJ/mol

This record from the Open Molecules 2025 dataset describes C7H12N4OS in the gas phase at a distorted geometry. The level of theory is ωB97M-V with the def2-TZVPD basis set.

Geometry (Å):
C1 2.598 1.450 -0.056
N1 3.221 0.269 0.657
N2 2.167 -0.562 1.073
S1 1.360 -1.392 -0.180
N3 2.441 -1.490 -1.282
O1 0.686 -2.613 0.215
N4 -0.107 0.093 -0.658
C2 -1.373 -0.198 -0.326
C3 -2.439 -0.176 -1.143
C4 -3.746 -0.274 -0.684
C5 -3.972 -0.558 0.628
C6 -2.900 -0.500 1.520
C7 -1.620 -0.163 1.060
H1 2.432 1.422 -1.145
H2 1.763 1.718 0.578
H3 3.330 2.319 -0.021
H4 3.837 -0.291 0.098
H5 1.679 -0.034 1.731
H6 2.626 -2.233 -1.829
H7 0.135 0.108 -1.639
H8 -2.331 -0.317 -2.218
H9 -4.655 -0.148 -1.269
H10 -4.982 -0.739 0.908
H11 -3.072 -0.599 2.544
H12 -0.856 -0.135 1.932

* molecular weight: 200.27 g mol⁻¹
* HOMO energy (alpha / beta): -0.303 / -0.303 hartree
* structure (SMILES): CNN[S@@](=N)(=O)Nc1ccccc1
* electronic energy: -966.1971 hartree
* energy above the lowest of the compared OMol25 structures with the same formula, charge and spin: 400.7 kJ/mol

This record from the Open Molecules 2025 dataset describes a gas-phase ion, C7H12N5 (charge +1) at a distorted geometry. The level of theory is ωB97M-V with the def2-TZVPD basis set.

Geometry (Å):
C1 1.834 -0.392 0.226
C2 0.178 -0.610 -1.144
C3 0.312 0.730 -0.777
C4 -1.853 1.751 -0.766
C5 -2.268 -0.430 0.094
C6 1.685 1.965 0.946
C7 1.363 -2.629 -0.485
N1 -2.340 0.841 0.030
N2 1.405 0.845 0.035
N3 1.065 -1.302 -0.395
N4 -0.562 1.862 -1.134
N5 -2.597 -1.080 1.228
H1 2.619 -0.577 0.895
H2 -2.488 2.495 -1.219
H3 -2.008 -1.034 -0.740
H4 1.257 2.721 0.399
H5 1.228 1.879 2.012
H6 2.723 2.177 0.982
H7 0.460 -3.380 -0.524
H8 1.865 -2.957 -1.534
H9 2.003 -2.994 0.375
H10 -0.290 2.650 -1.776
H11 -3.012 -0.473 2.000
H12 -2.578 -2.057 1.273

* molecular weight: 166.21 g mol⁻¹
* HOMO energy: -0.425 hartree
* electronic energy: -547.3700 hartree
* energy above the lowest of the compared OMol25 structures with the same formula, charge and spin: 221.1 kJ/mol
* total charge: +1

Among the records above, which one has the lowest electronic energy?
C7H12N4OS